Record 1
{"formula": "C50H48MgN4O2S2", "method": "the ωB97M-V functional and the def2-TZVPD basis", "charge": 2, "e_homo_ev": -11.77, "e_lumo_ev": -4.77, "orbital_gap_ev": 7.00, "elements": ["Mg", "C", "C", "C", "C", "C", "C", "C", "S", "O", "C", "C", "C", "C", "C", "C", "C", "C", "C", "C", "C", "C", "C", "C", "C", "C", "C", "C", "C", "C", "S", "O", "C", "C", "C", "C", "C", "C", "C", "H", "H", "H", "H", "H", "H", "H", "H", "H", "H", "H", "H", "H", "H", "H", "H", "H", "H", "H", "H", "H", "H", "H", "H", "H", "H", "C", "N", "C", "C", "C", "C", "C", "N", "C", "C", "C", "C", "C", "C", "H", "H", "H", "H", "H", "H", "H", "H", "H", "H", "H", "N", "C", "C", "N", "C", "C", "H", "H", "H", "H", "H", "H", "H", "H", "H", "H", "H"], "positions_angstrom": [[-0.816, -2.220, -0.568], [-0.714, -0.637, 7.556], [-1.069, -0.496, 6.104], [-0.468, -1.293, 5.136], [-0.784, -1.155, 3.791], [-1.705, -0.194, 3.427], [-2.350, 0.599, 4.370], [-2.022, 0.443, 5.702], [-2.162, 0.017, 1.730], [-1.308, -0.983, 0.971], [-1.529, 1.645, 1.357], [-2.483, 2.486, 0.736], [-2.132, 3.745, 0.345], [-0.815, 4.218, 0.551], [-0.431, 5.521, 0.146], [0.840, 5.966, 0.357], [1.793, 5.130, 0.984], [1.455, 3.871, 1.385], [0.139, 3.377, 1.180], [-0.238, 2.063, 1.584], [0.783, 1.189, 2.236], [1.116, 1.377, 3.612], [0.507, 2.380, 4.403], [0.865, 2.543, 5.711], [1.838, 1.707, 6.297], [2.434, 0.724, 5.560], [2.093, 0.538, 4.200], [2.709, -0.477, 3.421], [2.405, -0.631, 2.105], [1.449, 0.229, 1.520], [1.081, 0.073, -0.212], [1.043, -1.434, -0.489], [2.590, 0.618, -0.948], [3.708, -0.201, -1.037], [4.845, 0.286, -1.656], [4.887, 1.577, -2.185], [6.122, 2.085, -2.872], [3.749, 2.376, -2.087], [2.597, 1.901, -1.479], [0.056, -1.390, 7.707], [-1.588, -0.921, 8.143], [-0.349, 0.311, 7.955], [0.261, -2.036, 5.435], [-0.307, -1.771, 3.039], [-3.088, 1.334, 4.070], [-2.508, 1.062, 6.447], [-3.497, 2.127, 0.605], [-2.862, 4.403, -0.111], [-1.168, 6.160, -0.324], [1.123, 6.965, 0.054], [2.797, 5.497, 1.150], [2.192, 3.241, 1.864], [-0.244, 3.024, 3.962], [0.400, 3.319, 6.305], [2.114, 1.851, 7.333], [3.183, 0.079, 6.003], [3.439, -1.125, 3.892], [2.868, -1.407, 1.510], [3.684, -1.210, -0.646], [5.722, -0.346, -1.728], [7.009, 1.549, -2.539], [6.269, 3.148, -2.684], [6.039, 1.950, -3.952], [3.764, 3.380, -2.494], [1.712, 2.525, -1.414], [0.999, -3.238, -3.168], [-0.077, -3.442, -2.208], [-0.607, -4.619, -2.106], [-1.625, -4.869, -1.151], [-2.399, -6.007, -0.913], [-3.224, -5.696, 0.168], [-2.902, -4.391, 0.544], [-1.945, -3.872, -0.248], [0.586, -2.263, -4.249], [1.116, -0.978, -4.303], [0.711, -0.078, -5.285], [-0.216, -0.464, -6.244], [-0.731, -1.760, -6.218], [-0.336, -2.646, -5.222], [1.291, -4.187, -3.628], [1.869, -2.840, -2.642], [-0.289, -5.436, -2.757], [-2.356, -6.936, -1.459], [-3.952, -6.335, 0.639], [-3.319, -3.817, 1.360], [1.861, -0.680, -3.576], [1.144, 0.914, -5.318], [-0.495, 0.218, -7.037], [-1.389, -2.098, -7.012], [-0.719, -3.662, -5.223], [-3.270, -0.340, -4.465], [-2.831, 0.697, -3.475], [-1.867, 0.047, -2.497], [-2.404, -1.149, -1.840], [-2.975, -2.112, -2.789], [-3.949, -1.491, -3.772], [-2.433, -0.684, -4.966], [-3.890, 0.072, -5.162], [-3.732, 1.073, -2.989], [-2.350, 1.506, -4.022], [-1.583, 0.779, -1.739], [-0.959, -0.237, -3.035], [-3.090, -0.894, -1.134], [-3.463, -2.914, -2.236], [-2.144, -2.563, -3.334], [-4.836, -1.083, -3.284], [-4.260, -2.209, -4.529]], "lowdin_charge": [0.628, -0.029, -0.250, -0.014, -0.056, -0.383, -0.068, -0.022, 1.108, -0.580, -0.318, -0.088, -0.009, -0.145, -0.017, -0.046, -0.042, -0.010, -0.107, -0.146, -0.152, -0.116, -0.009, -0.047, -0.056, -0.015, -0.154, 0.010, -0.037, -0.293, 1.080, -0.519, -0.383, -0.058, -0.011, -0.248, -0.033, -0.022, -0.076, 0.084, 0.093, 0.081, 0.127, 0.118, 0.122, 0.129, 0.106, 0.123, 0.121, 0.116, 0.117, 0.126, 0.126, 0.117, 0.117, 0.124, 0.129, 0.114, 0.113, 0.125, 0.085, 0.087, 0.094, 0.123, 0.107, -0.156, -0.041, -0.081, -0.348, -0.032, -0.078, -0.155, -0.039, -0.205, -0.036, -0.070, -0.097, -0.100, -0.046, 0.129, 0.114, 0.143, 0.110, 0.098, 0.105, 0.110, 0.113, 0.112, 0.116, 0.127, 0.070, -0.079, -0.161, -0.058, -0.163, -0.070, 0.131, 0.188, 0.140, 0.142, 0.120, 0.109, 0.127, 0.138, 0.099, 0.141, 0.145]}

=====

Record 2
{"formula": "C19H35As3F6NO4PZn", "method": "the ωB97M-V functional and the def2-TZVPD basis", "charge": 1, "e_homo_ev": [-11.97, -12.33], "e_lumo_ev": [-2.40, -5.04], "orbital_gap_ev": [9.57, 7.28], "s2": 0.75, "spin_multiplicity": 2, "elements": ["Zn", "C", "As", "C", "C", "C", "C", "C", "C", "C", "As", "C", "C", "H", "H", "H", "H", "H", "H", "H", "H", "H", "H", "H", "H", "H", "H", "H", "H", "N", "C", "H", "F", "As", "F", "F", "F", "F", "F", "C", "C", "C", "C", "O", "P", "O", "O", "O", "C", "C", "C", "C", "H", "H", "H", "H", "H", "H", "H", "H", "H", "H", "H", "H", "H", "H", "H", "H", "H", "H"], "positions_angstrom": [[0.306, -0.609, -1.445], [-1.311, -0.435, 3.549], [-0.005, -1.051, 2.262], [1.715, -0.967, 3.144], [-0.391, -2.935, 2.026], [-0.213, -3.693, 3.183], [-0.402, -5.066, 3.147], [-0.770, -5.677, 1.958], [-0.968, -4.915, 0.814], [-0.788, -3.536, 0.835], [-1.200, -2.478, -0.741], [-1.772, -3.782, -2.046], [-2.898, -1.702, -0.209], [-1.056, -0.885, 4.508], [-2.305, -0.740, 3.237], [-1.264, 0.648, 3.631], [1.537, -1.062, 4.214], [2.198, -0.017, 2.926], [2.327, -1.779, 2.763], [0.092, -3.229, 4.114], [-0.255, -5.651, 4.044], [-0.911, -6.749, 1.919], [-1.263, -5.408, -0.100], [-2.623, -4.347, -1.678], [-0.955, -4.450, -2.308], [-2.073, -3.229, -2.934], [-3.622, -2.483, 0.002], [-3.260, -1.055, -1.008], [-2.743, -1.077, 0.667], [0.779, -1.538, -4.525], [0.246, -1.114, -3.598], [1.275, -1.905, -5.316], [1.801, -1.717, -0.096], [3.206, -1.767, -1.197], [3.809, -3.148, -0.416], [4.029, -0.692, -0.170], [4.391, -1.712, -2.404], [2.364, -0.348, -1.938], [2.175, -2.729, -2.223], [1.305, 2.234, -3.777], [0.100, 2.613, -2.940], [-1.204, 2.470, -3.706], [0.261, 4.020, -2.392], [0.061, 1.601, -1.842], [-0.665, 1.796, -0.395], [-2.070, 2.199, -0.493], [-0.371, 0.362, 0.152], [0.307, 2.807, 0.319], [0.164, 3.456, 1.629], [1.239, 2.837, 2.509], [0.439, 4.926, 1.380], [-1.228, 3.266, 2.217], [1.414, 2.948, -4.593], [1.188, 1.242, -4.208], [2.213, 2.249, -3.173], [-1.253, 3.228, -4.489], [-2.054, 2.601, -3.034], [-1.273, 1.485, -4.175], [0.373, 4.695, -3.240], [1.146, 4.101, -1.761], [-0.614, 4.332, -1.819], [2.192, 2.817, 1.979], [0.975, 1.809, 2.766], [1.359, 3.408, 3.430], [1.421, 5.057, 0.923], [0.416, 5.476, 2.321], [-0.316, 5.343, 0.712], [-1.476, 2.206, 2.310], [-1.990, 3.728, 1.591], [-1.259, 3.719, 3.209]], "mulliken_spin": [-0.114, 0.045, 0.509, 0.075, 0.138, -0.026, 0.008, -0.002, 0.004, -0.097, 0.014, 0.002, -0.012, 0.023, -0.003, 0.006, 0.018, 0.011, 0.002, 0.002, 0.000, 0.000, 0.000, 0.001, 0.000, 0.000, 0.000, -0.001, -0.001, 0.000, -0.001, 0.000, 0.000, -0.002, 0.000, 0.000, 0.000, -0.001, 0.000, 0.000, 0.005, 0.000, -0.001, 0.037, 0.083, 0.002, 0.289, -0.003, -0.002, 0.002, 0.000, -0.001, 0.001, 0.000, 0.000, 0.000, 0.000, 0.000, 0.000, 0.000, 0.000, 0.001, -0.008, 0.000, 0.000, 0.000, 0.000, -0.004, 0.000, 0.000]}

=====

What is the formula in the second record?
C19H35As3F6NO4PZn

=====

What is the formula in the second record?
C19H35As3F6NO4PZn